Molecular formula: C39H44FN8O9SSiY
Method: DFT, ωB97M-V/def2-TZVPD

Each line ends with the Löwdin charge.
Element x y z (Å)
Y -0.46025 -1.07069 1.05835  1.370
N 5.64020 4.51181 3.66917  0.068
C 4.95813 3.28145 3.59241  -0.337
C 4.52396 2.79381 2.36176  -0.031
C 3.89064 1.56581 2.28142  -0.041
C 3.67908 0.82329 3.43332  -0.289
C 4.11114 1.29399 4.66000  -0.068
C 4.75525 2.51919 4.73946  -0.046
S 2.85338 -0.74285 3.29942  0.580
O 3.46720 -1.42617 2.19692  -0.303
O 2.88625 -1.35851 4.60270  -0.317
N 1.34506 -0.38752 2.84053  -0.138
C 0.55039 0.34577 3.64875  -0.463
N 0.95500 0.95320 4.78149  0.137
C 0.04425 1.66019 5.43003  -0.147
C -1.27080 1.80419 5.01289  -0.073
C -1.59973 1.13909 3.83899  -0.126
N -0.71758 0.42745 3.17468  0.046
H 5.40768 5.13674 2.91244  0.074
H 5.52075 4.97245 4.55812  0.072
H 4.68721 3.37950 1.46446  0.107
H 3.55657 1.17847 1.32923  0.082
H 3.91252 0.70156 5.54015  0.106
H 5.09521 2.89803 5.69770  0.100
H 0.39312 2.14558 6.33923  0.100
H -1.98933 2.38744 5.56795  0.083
H -2.60118 1.16387 3.41726  0.112
C -4.65815 -0.51271 -3.81247  -0.047
C -4.57223 1.00551 -3.67415  -0.311
C -3.84951 1.60805 -4.86950  -0.152
C -3.65168 3.10673 -4.69238  -0.130
C -2.85274 3.34473 -3.43990  -0.143
C -2.00609 4.42229 -3.30532  0.036
C -1.23865 4.56581 -2.15394  -0.272
F -0.42811 5.64716 -2.05975  0.043
C -1.24689 3.63312 -1.15861  0.049
C -2.11327 2.54220 -1.27483  -0.059
C -2.08785 1.45270 -0.29466  -0.309
O -1.05950 1.19473 0.35308  -0.074
C -3.33351 0.74940 -0.18994  -0.056
C -4.12469 0.70005 -1.28399  0.018
N -3.85706 1.36842 -2.43700  0.031
C -2.94963 2.41569 -2.39001  -0.091
C -3.74013 -0.01604 1.05156  -0.632
O -4.93219 0.02647 1.37497  0.005
O -2.80634 -0.61237 1.65846  -0.171
H -5.02435 -0.75848 -4.81121  0.078
H -5.33458 -0.96247 -3.09042  0.072
H -3.67367 -0.96087 -3.66562  0.069
H -5.58324 1.43522 -3.63078  0.148
H -4.43243 1.38858 -5.76580  0.117
H -2.87467 1.12176 -4.97086  0.116
H -4.62543 3.60685 -4.63297  0.121
H -3.12174 3.53196 -5.54714  0.115
H -1.91560 5.15356 -4.09912  0.123
H -0.58083 3.69431 -0.30851  0.140
H -4.99475 0.06201 -1.27740  0.141
O -0.26232 -6.34813 4.30656  0.102
C -1.33387 -5.69831 4.71412  -0.523
O -2.08397 -6.14780 5.55709  0.054
C -1.59486 -4.38438 4.07809  -0.053
C -2.68346 -3.57191 4.33760  0.004
N -2.55752 -2.48179 3.56755  0.047
N -1.46746 -2.54544 2.80901  0.023
C -0.86945 -3.68479 3.08989  -0.116
C 0.32338 -4.00544 2.23439  -0.531
O 0.92356 -5.07459 2.42335  0.052
O 0.55923 -3.12631 1.36024  -0.148
H 0.25554 -5.84089 3.57841  0.060
H -3.50772 -3.71927 5.01190  0.129
H -3.18866 -1.71700 3.33828  0.143
N -2.70637 -2.28784 -1.52528  -0.036
C -1.93699 -2.04207 -0.69051  -0.321
C 3.23813 0.11449 -1.06428  -0.253
Si 1.57112 -0.81806 -1.34432  0.713
C 2.25310 -2.57630 -1.90118  -0.663
C 2.96464 -3.16993 -0.67425  -0.128
C 3.26135 -2.60409 -3.05705  -0.125
C 1.07332 -3.48355 -2.25767  -0.123
C 0.90115 0.19711 -2.92192  -0.644
C 1.65837 0.03631 -4.24182  -0.122
C -0.56657 -0.13436 -3.19540  -0.128
C 0.99932 1.67485 -2.52912  -0.132
H 3.87828 0.13561 -1.95451  0.012
H 3.78793 -0.37414 -0.25571  -0.001
H 3.06560 1.15088 -0.76746  -0.005
H 3.88213 -2.62347 -0.44051  0.065
H 3.24353 -4.21210 -0.88065  0.077
H 2.33572 -3.15935 0.21645  0.037
H 4.07130 -1.88490 -2.90629  0.060
H 2.79959 -2.40327 -4.02488  0.048
H 3.71712 -3.60261 -3.11784  0.068
H 0.36740 -3.55637 -1.43054  0.046
H 1.42633 -4.49755 -2.49399  0.073
H 0.52225 -3.11013 -3.12566  0.060
H 1.46827 -0.93593 -4.69880  0.060
H 2.73758 0.14799 -4.10872  0.066
H 1.32801 0.80320 -4.96002  0.069
H -0.70966 -1.18253 -3.46121  0.062
H -0.95256 0.49091 -4.02066  0.065
H -1.18821 0.03872 -2.31796  0.036
H 2.03190 2.02296 -2.57968  0.068
H 0.63843 1.84706 -1.51014  0.051
H 0.40150 2.29299 -3.21552  0.074

The HOMO energy comes out at -0.061 Eh. As for the LUMO energy: 3.6 eV. Its total energy is -93989.0649 eV. The net charge is -2. As for the spin multiplicity: 1. The energy above the lowest of the compared OMol25 structures with the same formula, charge and spin comes out at 14.2 kcal per mole.

***

Molecular formula: C10H18O2Si
Method: DFT, ωB97M-V/def2-TZVPD

Each line ends with the Löwdin charge.
Element x y z (Å)
C -1.40322 -1.16129 1.99195  -0.386
C 0.40674 0.28816 2.58885  -0.090
C 0.65907 0.93806 1.26405  -0.194
C 0.38704 0.42005 -0.15648  -0.079
C -0.36530 1.60406 0.30337  -0.487
C -1.82521 1.54661 0.72158  -0.026
C 0.01518 2.96439 -0.26427  -0.028
C 0.89179 -2.53195 -0.07448  -0.161
C 2.01718 -0.91662 -2.34179  -0.160
C -1.17663 -1.13137 -2.19484  -0.183
O -2.12230 -2.11114 2.05748  0.119
O -0.73375 -0.58974 2.84194  0.064
Si 0.40374 -1.07030 -1.21351  0.557
H 1.28738 -0.37002 2.63728  0.125
H 0.48623 1.09462 3.40128  0.159
H 1.56163 1.46182 1.35991  0.119
H -1.89370 2.00147 1.75776  0.114
H -1.95087 0.40020 0.56016  0.091
H -2.48808 2.09753 0.08175  0.067
H 1.05503 2.96165 -0.46042  0.071
H -0.23585 3.75719 0.37601  0.070
H -0.44050 3.17315 -1.17722  0.062
H 1.39791 -2.21075 0.86708  0.044
H 0.20709 -3.26009 0.31419  0.021
H 1.62501 -3.08541 -0.56114  -0.018
H 2.37763 -1.98118 -2.39343  0.038
H 1.84624 -0.27439 -3.20302  0.025
H 2.66572 -0.44471 -1.70941  -0.032
H -1.90892 -1.86971 -1.84986  0.031
H -1.76133 -0.23249 -2.26084  0.016
H -0.98494 -1.46781 -3.26392  0.051

The HOMO energy (spin up / spin down) comes out at -0.287 / -0.298 Eh. As for the LUMO energy (spin up / spin down): -0.2 / 0.2 eV. Its total energy is -22629.4125 eV. The net charge is 0. As for the spin multiplicity: 1. The energy above the lowest of the compared OMol25 structures with the same formula, charge and spin comes out at 89.9 kcal per mole.

***

Molecular formula: C5H16NO2
Method: DFT, ωB97M-V/def2-TZVPD

Each line ends with the Löwdin charge.
Element x y z (Å)
C -0.28136 -0.31819 -2.04914  -0.246
O -0.97353 -1.55116 -2.06828  -0.156
C -0.17556 0.13653 -0.52973  -0.284
C 1.23064 0.37596 0.08080  -0.394
C 1.97552 -0.88440 0.32869  -0.172
C 1.19819 1.07718 1.53849  -0.118
N -0.70442 -1.01767 0.32574  0.092
H 0.71723 -0.44537 -2.57750  0.131
H -0.88216 0.48163 -2.45538  0.094
H -0.46781 -2.01737 -2.79020  0.110
H -0.73982 1.15680 -0.36924  0.154
H 1.79597 1.18899 -0.64868  0.183
H 1.80979 -1.67940 -0.43229  0.073
H 1.80243 -1.29435 1.34093  0.060
H 3.07441 -0.76334 0.18264  0.091
H 1.29265 2.21092 1.57818  0.077
H 0.47665 0.82775 2.27774  0.029
H 2.13769 0.98844 2.18663  0.088
H -0.71286 -1.98038 -0.10818  0.070
H -0.25336 -1.12353 1.31654  0.061
H -1.75652 -0.83186 0.50400  0.099
H -3.27585 2.51260 0.98322  0.012
H -4.12050 1.39375 0.47038  0.108
O -3.16742 1.55647 0.91465  -0.162

The HOMO energy (spin up / spin down) comes out at -0.111 / -0.397 Eh. As for the LUMO energy (spin up / spin down): 0.6 / 0.4 eV. Its total energy is -11024.2569 eV. The net charge is 0. As for the spin multiplicity: 2. The energy above the lowest of the compared OMol25 structures with the same formula, charge and spin comes out at 75.2 kcal per mole.